1.
{"formula": "ClFH2", "method": "the ωB97M-V functional and the def2-TZVPD basis", "species": ["H", "H", "F", "Cl"], "positions_angstrom": [[-1.3143, 0.8293, 0.0196], [1.8658, -0.2695, 0.0472], [-1.2318, -0.1164, 0.0013], [0.6197, 0.0287, -0.0046]], "forces_ev_per_a": [[-0.6, -1.0, 0.0], [0.8, 0.7, -0.1], [-8.1, 1.3, 0.0], [7.9, -1.0, 0.1]], "lowdin_charge": [0.076, -0.222, -0.378, 0.524], "fmax_ha_per_bohr": 0.16028, "e_homo_ev": -10.6, "lumo_energy_ev": 0.691, "e_tot_ev": -15269.96413, "e_above_lowest_kj_mol": 252.9}

***

2.
{"formula": "C9H20NO3", "method": "the ωB97M-V functional and the def2-TZVPD basis", "species": ["C", "C", "C", "C", "C", "C", "C", "C", "C", "N", "O", "O", "O", "H", "H", "H", "H", "H", "H", "H", "H", "H", "H", "H", "H", "H", "H", "H", "H", "H", "H", "H", "H"], "positions_angstrom": [[-0.0498, 1.0120, -3.0026], [-0.9478, 1.7171, -2.2538], [-2.0317, 2.6189, -2.7292], [2.6566, -0.6867, 1.0267], [-2.5632, 0.1190, -0.6918], [0.3447, 2.6219, 1.0934], [1.1254, -2.7232, 0.7866], [1.1837, -1.2694, 1.1821], [-0.7910, 1.5694, -0.7568], [0.6226, -0.9702, 2.5396], [-0.2571, -2.9924, 0.5569], [-1.5531, 0.8615, -0.0405], [0.0676, 2.3975, -0.2841], [0.8265, 0.4794, -2.7217], [0.0339, 1.0002, -4.0805], [-1.6552, 3.5882, -2.5078], [-2.1497, 2.4449, -3.6997], [-2.8896, 2.5548, -2.1919], [2.8217, -0.2679, 0.0042], [2.9055, -0.0474, 1.8029], [3.3059, -1.6004, 1.1768], [-2.4635, -0.9910, -0.7217], [-2.7735, 0.2362, -1.7212], [-3.4630, 0.1751, -0.1727], [1.3476, 2.3345, 1.3526], [-0.3684, 1.9671, 1.5802], [0.0726, 3.6337, 1.4268], [1.6727, -2.9427, -0.0782], [1.4912, -3.2119, 1.7550], [0.4959, -0.7989, 0.4806], [-0.4488, -1.1004, 2.5600], [0.9186, -1.6277, 3.2179], [-0.5636, -3.9255, 0.4848]], "forces_ev_per_a": [[-1.0, 1.5, 0.0], [2.2, -2.7, -0.3], [3.1, 0.2, 2.6], [-1.1, -3.3, -1.5], [-1.0, -3.5, -0.6], [-1.7, -0.7, 1.8], [-1.1, -0.5, 3.1], [0.3, 1.4, 0.3], [0.5, 2.1, -1.6], [-2.4, 0.4, -1.4], [-1.0, -0.5, -0.1], [0.4, -0.1, 0.4], [0.1, -0.2, -1.2], [0.3, -0.5, 1.5], [-1.0, 0.6, -0.3], [0.2, 1.3, -0.3], [-0.8, -0.3, -4.1], [-2.8, -0.6, 1.5], [0.0, -0.3, 0.9], [0.3, 1.6, 1.3], [-0.2, 1.1, -0.4], [1.3, 0.6, 0.8], [0.4, 1.4, -1.0], [-1.4, 1.0, 1.2], [0.4, 0.0, -0.3], [0.3, -0.2, 0.8], [0.4, -0.1, -0.8], [1.2, -0.4, -1.1], [-0.2, -0.2, -1.6], [0.1, 0.5, -0.1], [2.3, 0.2, -0.4], [0.8, -0.8, 0.8], [1.1, 0.9, 0.2]], "lowdin_charge": [0.149, -0.231, 0.018, -0.033, 0.007, 0.044, -0.241, -0.434, -0.285, 0.031, -0.092, 0.114, 0.084, 0.072, 0.087, 0.109, 0.063, 0.066, 0.082, 0.033, 0.092, 0.134, 0.093, 0.096, 0.107, 0.093, 0.125, 0.102, 0.149, 0.097, 0.108, 0.046, 0.113], "fmax_ha_per_bohr": 0.08152, "e_homo_ev": -12.3, "lumo_energy_ev": -3.691, "total_charge": 1, "e_tot_ev": -17279.73999, "e_above_lowest_kj_mol": 172.2}

***

3.
{"formula": "C27H54F2N4O11", "method": "the ωB97M-V functional and the def2-TZVPD basis", "species": ["C", "O", "H", "H", "H", "H", "C", "O", "H", "H", "H", "H", "C", "O", "H", "H", "H", "H", "C", "O", "H", "H", "H", "H", "C", "O", "H", "H", "H", "H", "C", "C", "O", "C", "O", "O", "F", "H", "H", "H", "C", "C", "O", "C", "O", "O", "F", "H", "H", "H", "C", "C", "C", "C", "N", "H", "H", "H", "H", "H", "H", "H", "C", "C", "C", "C", "N", "H", "H", "H", "H", "H", "H", "H", "C", "C", "C", "C", "N", "H", "H", "H", "H", "H", "H", "H", "C", "C", "C", "C", "N", "H", "H", "H", "H", "H", "H", "H"], "positions_angstrom": [[14.6300, 11.8453, 11.7491], [13.5858, 11.0382, 11.2552], [14.8783, 12.6778, 11.0871], [14.3007, 12.2588, 12.6937], [15.5967, 11.2756, 11.9266], [12.8284, 11.6057, 11.2446], [13.3619, 16.3354, 12.9789], [12.0642, 15.7341, 13.1302], [13.9129, 16.2588, 13.9349], [13.9097, 15.9457, 12.1674], [13.1070, 17.4209, 12.8498], [12.1453, 14.7850, 13.2578], [13.5429, 8.8084, 13.7781], [12.9515, 9.1759, 14.9933], [14.4942, 8.2553, 13.9398], [12.9173, 8.2133, 13.0523], [13.7655, 9.7592, 13.2988], [12.7242, 8.2892, 15.3833], [12.0756, 5.7215, 16.7468], [11.8985, 6.5695, 15.6817], [12.8199, 4.9223, 16.4920], [12.5411, 6.3636, 17.5248], [11.1203, 5.2552, 17.0505], [11.2605, 6.1765, 15.1123], [8.6780, 6.1604, 15.9163], [9.1249, 6.1415, 14.6354], [7.8116, 6.8038, 15.9777], [8.3846, 5.1706, 16.2829], [9.4274, 6.4889, 16.6524], [8.7685, 6.9446, 14.2258], [8.6005, 15.5560, 10.9540], [7.2083, 15.1109, 10.5540], [7.1951, 13.7241, 10.8509], [8.5179, 13.3252, 10.9047], [8.7754, 12.1459, 11.0192], [9.3679, 14.3703, 10.8300], [6.9559, 15.2055, 9.2620], [8.6764, 15.8519, 11.9576], [9.0094, 16.2785, 10.2529], [6.3860, 15.5429, 11.0908], [13.4646, 12.0741, 16.2952], [14.9015, 12.5667, 16.5607], [14.7485, 13.2419, 17.7844], [13.4772, 13.7510, 17.9160], [13.1338, 14.6263, 18.6552], [12.7137, 13.0950, 17.0506], [15.3680, 13.4491, 15.6665], [13.2198, 11.1269, 16.6802], [13.0963, 12.0898, 15.2663], [15.5455, 11.6876, 16.6901], [9.7922, 13.8169, 18.7278], [9.2933, 15.0407, 17.9204], [8.7927, 14.4879, 16.5815], [7.9097, 15.3461, 15.7967], [7.3282, 16.1688, 15.2846], [8.9136, 13.1667, 18.9329], [10.2327, 14.1782, 19.6712], [10.5561, 13.2354, 18.2014], [10.0908, 15.7652, 17.7761], [8.4445, 15.5036, 18.4342], [8.3476, 13.4967, 16.7570], [9.6788, 14.2345, 15.9685], [12.4148, 14.3196, 6.9497], [12.9543, 14.8919, 8.2381], [12.0217, 14.4812, 9.4256], [11.6297, 13.0759, 9.3770], [11.2690, 11.9896, 9.2030], [11.3669, 14.5854, 6.8018], [12.4806, 13.2309, 6.9401], [12.9415, 14.7275, 6.0316], [13.1012, 15.9719, 8.3613], [13.9650, 14.4530, 8.4378], [11.0468, 15.0256, 9.2847], [12.4396, 14.7777, 10.4121], [10.0641, 10.5487, 15.9012], [9.3085, 10.1586, 14.5844], [10.1895, 10.2544, 13.3663], [10.9362, 11.5016, 13.2366], [11.4753, 12.5245, 13.2750], [9.5064, 10.3343, 16.8576], [10.3300, 11.6484, 15.9808], [10.9727, 10.0787, 16.0479], [8.3832, 10.7703, 14.4892], [8.8507, 9.2310, 14.7065], [9.6707, 10.0047, 12.4101], [10.9405, 9.4566, 13.5202], [9.0434, 8.7063, 9.7472], [7.5613, 8.7653, 9.7234], [6.8492, 9.2474, 10.9716], [7.0802, 8.3567, 12.1682], [7.2629, 7.7952, 13.1552], [9.5471, 9.6877, 9.5939], [9.3395, 8.1060, 8.8871], [9.5160, 8.2272, 10.5825], [7.1368, 7.7632, 9.5553], [7.1653, 9.3544, 8.9135], [5.7787, 9.4118, 10.8011], [7.2891, 10.2009, 11.2734]], "forces_ev_per_a": [[1.0, -0.3, 0.4], [1.1, -0.6, -0.3], [0.0, 0.0, -0.2], [0.2, 0.3, 0.5], [-1.4, 0.3, -0.3], [-1.0, 0.3, -0.2], [-1.9, 1.4, 2.0], [0.3, 0.1, -0.4], [0.1, -0.1, -0.5], [0.7, -0.4, -1.0], [0.6, -0.9, -0.2], [0.0, -0.3, 0.0], [0.9, 0.2, -1.3], [-0.7, -1.9, 0.9], [-0.5, 0.2, -0.1], [0.2, 0.5, 0.9], [0.2, -0.2, -0.4], [-0.2, 1.1, 0.1], [1.3, -0.9, 1.3], [0.4, 1.3, -0.8], [-0.6, 0.4, 0.3], [-0.5, -0.8, 0.0], [0.6, 0.2, 0.3], [-1.1, -0.2, -1.2], [-0.7, -0.2, 2.5], [1.1, 0.1, -1.8], [-0.4, 0.2, 0.4], [-0.1, -0.1, -0.4], [0.0, 0.4, -0.2], [0.0, -0.4, -0.4], [0.0, -0.1, -1.5], [-0.4, -1.0, 1.7], [1.6, 0.7, 0.2], [-0.6, -2.5, 0.3], [0.2, 2.1, -0.1], [-0.5, -1.5, 0.0], [0.0, 0.7, -2.1], [-0.1, 0.8, 1.3], [-0.1, 0.2, 0.2], [-0.2, 0.5, 0.4], [-0.2, 2.6, -0.2], [-1.4, -1.5, 1.1], [0.7, 0.4, 0.6], [0.4, 0.0, -0.3], [0.4, -0.9, -0.5], [-1.0, -0.6, -0.8], [0.2, 0.1, -0.8], [0.1, -1.2, 0.8], [0.4, 0.3, 0.1], [0.4, 0.7, -0.1], [-0.4, 0.6, 0.4], [-0.3, -0.9, 0.1], [0.8, -1.0, -0.6], [1.7, -1.3, 1.6], [-1.5, 1.6, -1.4], [0.6, 0.3, 0.1], [-0.2, -0.4, -0.3], [-0.2, 0.2, 0.0], [-0.1, 0.1, 0.0], [0.3, 0.1, 0.1], [-0.3, 0.4, -0.1], [-0.3, 0.3, 0.0], [0.4, 1.1, -1.7], [0.8, -1.1, 1.6], [-0.5, 1.1, -0.2], [-0.2, -1.1, -0.2], [0.4, 1.0, 0.3], [-0.1, 0.0, 0.1], [0.1, 0.1, 0.0], [-0.4, -0.5, 1.1], [-0.3, -0.1, -0.7], [-0.7, 0.3, -0.2], [1.0, -0.3, 0.3], [-0.4, -0.3, -0.6], [-2.1, 2.0, 0.7], [-0.4, 2.8, 1.7], [0.5, -1.6, -0.9], [-0.1, 1.0, 0.4], [-0.2, -0.8, -0.2], [0.0, 0.1, -1.2], [-0.5, -1.0, -0.4], [1.9, -1.4, -0.2], [0.7, 0.2, 0.0], [-0.1, -2.0, -0.1], [0.3, 0.5, 0.7], [0.0, 0.4, -0.3], [1.4, 0.8, -1.3], [-1.6, -1.2, 0.4], [0.6, 0.1, 1.3], [-0.5, 0.8, -0.6], [0.1, 0.1, -0.3], [-0.5, -0.5, 0.3], [0.2, 0.0, -0.1], [-0.1, -0.3, 0.8], [0.3, 0.1, -0.2], [0.2, 0.4, -0.4], [0.2, -0.3, 0.2], [-0.2, 0.2, 0.0]], "lowdin_charge": [-0.174, -0.139, 0.067, 0.048, 0.103, -0.002, -0.144, -0.157, 0.080, 0.044, 0.094, 0.007, -0.172, -0.161, 0.090, 0.099, 0.048, 0.064, -0.168, -0.129, 0.093, 0.097, 0.079, 0.049, -0.215, -0.126, 0.079, 0.087, 0.064, 0.012, -0.030, -0.329, 0.127, -0.487, 0.116, 0.043, 0.106, 0.128, 0.147, 0.166, -0.005, -0.313, 0.114, -0.547, 0.166, 0.039, 0.091, 0.103, 0.108, 0.172, -0.108, -0.232, -0.214, -0.237, 0.132, 0.082, 0.078, 0.047, 0.111, 0.111, 0.110, 0.118, -0.124, -0.249, -0.176, -0.239, 0.198, 0.074, 0.070, 0.093, 0.108, 0.115, 0.117, 0.111, -0.075, -0.216, -0.161, -0.178, 0.209, 0.093, 0.069, 0.011, 0.121, 0.046, 0.107, 0.110, -0.108, -0.278, -0.163, -0.147, 0.176, 0.071, 0.077, 0.063, 0.116, 0.110, 0.124, 0.092], "fmax_ha_per_bohr": 0.06435, "e_homo_ev": -10.2, "lumo_energy_ev": 0.527, "smiles": "O=C1OC[C@@H](F)O1.O=C1OC[C@@H](F)O1.CCCC#N.CCCC#N.CCCC#N.CCCC#N.CO.CO.CO.CO.CO", "e_tot_ev": -62789.68205, "e_above_lowest_kj_mol": 0.0}

***

4.
{"formula": "H24Mg3O32S5", "method": "the ωB97M-V functional and the def2-TZVPD basis", "species": ["Mg", "Mg", "Mg", "S", "O", "O", "O", "O", "S", "O", "O", "O", "O", "S", "O", "O", "O", "O", "S", "O", "O", "O", "O", "S", "O", "O", "O", "O", "O", "H", "H", "O", "H", "H", "O", "H", "H", "O", "H", "H", "O", "H", "H", "O", "H", "H", "O", "H", "H", "O", "H", "H", "O", "H", "H", "O", "H", "H", "O", "H", "H", "O", "H", "H"], "positions_angstrom": [[-1.4416, 1.2498, -2.0568], [-1.2820, -0.8875, 2.4319], [2.2419, -1.8175, -1.6068], [-4.1737, 1.6588, -0.4979], [-5.1600, 2.4803, -1.0856], [-4.0768, 1.9651, 0.9428], [-4.5478, 0.2403, -0.6985], [-2.8824, 1.8858, -1.0629], [0.7705, -4.5351, -0.9027], [-0.0071, -4.5031, 0.3473], [1.4376, -5.8632, -0.9622], [-0.1143, -4.3054, -2.1133], [1.7270, -3.4378, -0.8974], [0.7067, 0.3905, 0.3820], [1.3925, -0.8165, -0.1912], [1.6432, 1.4504, 0.6944], [-0.3434, 0.9607, -0.4839], [0.0649, -0.0050, 1.6019], [0.9258, -0.4833, -3.4497], [1.2339, -0.5143, -4.8558], [0.5995, -1.8079, -2.9744], [2.1682, -0.2493, -2.6097], [-0.0788, 0.4858, -3.0880], [-2.7954, -1.4542, -2.8270], [-4.0880, -1.8100, -2.2898], [-2.1748, -0.4428, -1.9620], [-1.9771, -2.6368, -2.9199], [-2.9030, -0.9808, -4.1971], [-2.3919, 0.7869, 2.4953], [-2.2720, 1.5684, 3.0349], [-3.0049, 1.0586, 1.8122], [2.9591, -3.4506, 1.8661], [2.9780, -2.5629, 1.5083], [3.2510, -4.0067, 1.1437], [3.2889, 1.7682, -1.4680], [2.8509, 1.0704, -1.9552], [2.7168, 1.9331, -0.7185], [-0.5373, 3.0599, -2.2913], [-0.8520, 3.8822, -1.9157], [0.0877, 3.3275, -2.9651], [3.2021, 1.7162, 2.6329], [2.5966, 1.6553, 1.8940], [3.7366, 2.4870, 2.4422], [-0.7143, -0.5019, 4.2937], [0.1827, -0.4273, 4.6196], [-1.2524, -0.1071, 4.9799], [-0.4692, -2.7137, 2.3826], [-0.5381, -3.3975, 3.0488], [-0.1142, -3.1616, 1.6147], [1.8581, 3.9204, 0.4186], [1.8500, 4.1735, -0.5045], [1.7601, 2.9683, 0.4073], [-1.3032, 3.3314, 0.5013], [-0.7972, 2.5515, 0.2737], [-2.1766, 3.1624, 0.1480], [3.9598, -1.5890, -0.4549], [4.7968, -1.9649, -0.7276], [4.1493, -1.1620, 0.3805], [0.0446, 3.0504, 2.7730], [-0.7046, 3.1252, 2.1820], [0.6147, 2.4036, 2.3571], [-2.0810, -1.3052, 0.7340], [-2.4149, -2.1432, 0.4139], [-2.1252, -0.7236, -0.0249]], "forces_ev_per_a": [[0.3, -0.1, -0.1], [-0.7, -0.1, -0.8], [-1.7, -0.6, 0.1], [-4.5, -4.9, 1.7], [-2.0, 2.9, -1.6], [0.8, 0.3, 1.7], [0.6, 0.9, 0.8], [3.8, 2.1, -1.8], [-4.2, -3.2, -4.0], [-0.5, 1.0, 1.6], [0.6, 0.8, 0.1], [1.7, -1.1, 2.6], [3.1, 1.1, 0.9], [-0.2, -2.5, -3.2], [-1.3, 2.6, 2.0], [0.9, 0.4, 0.1], [1.2, -0.5, 1.0], [0.9, 0.1, 2.0], [1.1, -2.2, -0.9], [0.2, 1.1, -0.8], [-0.7, -1.4, 0.5], [1.6, 2.3, -1.2], [0.1, 1.8, -1.1], [-1.5, 1.7, -0.4], [-0.5, -1.1, 0.2], [-0.3, -1.3, 0.4], [0.9, -2.2, 0.1], [0.0, 0.7, -0.7], [1.0, -1.1, 2.2], [0.3, 0.2, -0.1], [-1.9, 1.0, -1.9], [0.5, 0.0, 1.0], [-0.4, 0.0, -0.3], [-0.4, -0.2, -0.5], [1.2, 1.4, 0.2], [-0.5, -0.8, -0.7], [0.1, -0.2, 0.1], [0.1, 0.7, -0.5], [-0.4, 0.1, 0.7], [0.3, -0.5, -0.3], [1.2, 0.0, 1.5], [-0.5, -0.3, -0.6], [0.0, 0.2, 0.0], [-0.1, -0.2, 1.1], [0.5, 0.0, -0.4], [-0.3, 0.2, 0.0], [-0.7, 0.6, 2.1], [0.1, -0.2, 0.0], [0.6, -1.2, -2.2], [0.5, 1.6, 0.0], [0.0, 0.0, -0.2], [-0.4, -0.4, 0.1], [0.3, 1.5, 0.6], [0.1, -0.5, -0.4], [-0.6, -0.5, -0.1], [0.7, -0.3, -0.3], [0.2, -0.2, -0.1], [-0.4, 0.5, 0.1], [0.2, -0.1, 1.6], [-0.4, 0.3, -0.8], [0.2, -0.1, -0.1], [-0.5, -0.8, 0.4], [0.0, -0.3, -0.3], [-0.3, 0.7, -1.1]], "lowdin_charge": [0.555, 0.637, 0.633, 0.198, -0.348, -0.379, -0.359, -0.377, 0.278, -0.403, -0.441, -0.396, -0.409, 0.462, -0.291, -0.358, -0.302, -0.305, 0.326, -0.313, -0.312, -0.409, -0.320, 0.259, -0.216, -0.369, -0.107, -0.228, -0.041, 0.072, -0.005, -0.053, -0.003, 0.026, -0.076, -0.047, -0.032, 0.002, 0.080, 0.091, -0.070, -0.063, 0.023, 0.015, 0.105, 0.091, -0.022, 0.084, 0.024, -0.057, 0.024, -0.063, -0.054, -0.010, 0.016, 0.000, 0.088, 0.088, -0.065, -0.020, -0.016, 0.001, 0.110, 0.046], "fmax_ha_per_bohr": 0.13370, "e_homo_ev": [0.2, 0.2], "lumo_energy_ev": [4.521, 4.521], "total_charge": -3, "e_tot_ev": -136432.99929, "multiplicity": 2}